Density functional theory data (ωB97M-V/def2-TZVPD) for the molecule C6H11N.

Cartesian coordinates (Å):
H1 0.246 0.782 1.425
H2 -0.288 1.947 -0.854
H3 -2.272 0.400 0.656
H4 -2.479 -1.358 0.579
C1 1.806 -0.343 0.592
H5 -0.037 -1.685 0.304
H6 1.248 1.299 -1.439
H7 0.585 -0.876 -1.768
C2 0.614 0.436 0.446
N1 -1.537 -0.701 -2.092
C3 -0.507 -0.745 -1.465
C4 -1.789 -0.559 0.859
C5 -0.481 -0.698 0.099
H8 2.627 -0.304 -0.117
C6 0.700 1.598 -0.538
H9 1.920 -0.987 1.459
H10 -1.594 -0.641 1.935
H11 1.239 2.434 -0.081

## Properties
- HOMO level (alpha / beta) (eV) = -8.0652 / -9.0189
- gap between HOMO and LUMO (alpha / beta) (eV) = 7.8746 / 9.2098
- LUMO energy (alpha / beta) (eV) = -0.191 / 0.191
- calculated total energy (a.u.) = -289.82421